The following is a quantum chemistry calculation of a structure of composition C3H6N2O at a distorted geometry, from the Open Molecules 2025 dataset.

Results
- molar mass (g mol⁻¹) = 86.09
- energy above the lowest of the compared OMol25 structures with the same formula, charge and spin (eV) = 4.715
- frontier orbital gap (eV) = 8.41
- E (eV) = -8231.984

Geometry as ORCA input:
```
! wB97M-V def2-TZVPD RIJCOSX def2/J DEFGRID3
* xyz 0 1
H -1.448 1.451 -0.427
C 1.822 0.084 -0.869
H 0.175 0.972 0.203
H -1.011 -1.388 0.222
N 2.355 -0.052 -1.893
H 0.929 -0.563 2.029
O 0.986 -0.797 1.094
C -0.921 0.497 -0.491
C 1.222 0.366 0.411
H -1.964 -0.297 1.059
H -0.587 0.263 -1.501
N -1.558 -0.537 0.164
*
```

***

The following is a quantum chemistry calculation of a cluster of 2 separate species, C3H6N2O in total at a distorted geometry, from the Open Molecules 2025 dataset.

Results
- structure (SMILES) = c1c[nH]cn1.O
- molar mass (g mol⁻¹) = 86.09
- energy above the lowest of the compared OMol25 structures with the same formula, charge and spin (eV) = 1.392
- frontier orbital gap (eV) = 9.56
- E (eV) = -8235.306

Geometry as ORCA input:
```
! wB97M-V def2-TZVPD RIJCOSX def2/J DEFGRID3
* xyz 0 1
C -0.257 0.503 1.559
H -1.024 2.704 -0.662
H -0.150 0.237 2.606
H 0.916 -3.458 -2.610
H -0.951 2.466 1.939
N -0.633 1.782 1.263
C -0.749 1.815 -0.088
C -0.043 -0.218 0.374
H 1.496 -2.211 -2.216
N -0.510 0.619 -0.604
H 0.555 -1.151 0.266
O 1.350 -3.087 -1.826
*
```

***

The following is a quantum chemistry calculation of the molecule C3H6N2O at a distorted geometry, from the Open Molecules 2025 dataset.

Results
- structure (SMILES) = [H]/N=N/OCC=C
- molar mass (g mol⁻¹) = 86.09
- energy above the lowest of the compared OMol25 structures with the same formula, charge and spin (eV) = 4.803
- frontier orbital gap (eV) = 9.76
- E (eV) = -8231.896

Geometry as ORCA input:
```
! wB97M-V def2-TZVPD RIJCOSX def2/J DEFGRID3
* xyz 0 1
O -1.520 -0.442 -0.372
C 0.645 0.633 -0.480
N -0.889 -2.602 -0.196
C 1.633 1.046 0.297
H 0.811 0.383 -1.520
H 1.474 1.289 1.336
H -1.316 1.527 -0.711
N -0.763 -1.503 0.328
H -0.913 -3.338 0.518
H 2.608 1.281 -0.099
H -0.913 0.973 0.987
C -0.857 0.753 -0.086
*
```

***

The following is a quantum chemistry calculation of the molecule C3H6N2O, from the Open Molecules 2025 dataset.

Results
- structure (SMILES) = C/N=C/NC=O
- molar mass (g mol⁻¹) = 86.09
- energy above the lowest of the compared OMol25 structures with the same formula, charge and spin (eV) = 1.201
- frontier orbital gap (eV) = 10.59
- E (eV) = -8235.498

Geometry as ORCA input:
```
! wB97M-V def2-TZVPD RIJCOSX def2/J DEFGRID3
* xyz 0 1
C 0.177 -0.162 0.206
C -1.139 -2.262 0.357
C 1.066 2.049 -0.356
N 0.081 1.015 -0.222
H -0.248 -2.715 0.833
N -0.973 -0.940 0.064
H 1.674 2.261 0.531
H 0.508 2.955 -0.604
H 1.020 -0.698 0.670
O -2.158 -2.872 0.122
H -1.740 -0.464 -0.399
H 1.731 1.835 -1.203
*
```